Entry 1:
16
Properties=species:S:1:pos:R:3:lowdin_charge:R:1 method="wB97M-V/def2-TZVPD" charge=0 de_lowest_kcal_mol=80.6 spin_multiplicity=1
C 0.00708 1.64396 -0.62219 -0.393
H 0.89853 1.95545 -0.02737 0.095
H -0.81859 -0.78919 -1.56412 0.114
H -1.84319 0.71730 0.36881 0.113
C -0.77098 0.76095 0.57093 -0.097
C -0.73417 -1.41816 -0.64504 -0.024
C -0.07420 -0.45821 0.24369 -0.272
H -1.74578 -1.66518 -0.30382 0.101
O 0.26122 0.84474 -1.63622 -0.232
H -0.15011 -2.31934 -0.85057 0.093
H -0.55097 1.18274 1.55418 0.117
H 1.15264 -1.13136 1.81703 0.110
H 1.82424 0.23205 0.91789 0.094
H 1.84789 -1.41429 0.20319 0.096
H -0.57686 2.56802 -0.83469 0.103
C 1.27327 -0.70948 0.80829 -0.018


Entry 2:
94
Properties=species:S:1:pos:R:3:lowdin_charge:R:1 method="wB97M-V/def2-TZVPD" charge=-1 e_tot_ev=-76954.0059 spin_multiplicity=1
H 5.20677 1.62034 -2.28578 0.109
O -3.03290 -3.22454 -2.88952 -0.276
C 1.10641 1.63193 -0.00945 -0.194
I -5.14770 2.23406 -2.54041 0.792
C 6.50746 -6.60603 0.02546 -0.257
H 6.46721 1.26201 -1.11315 0.109
H -2.95797 1.51717 1.17807 0.068
H 2.81352 1.95227 1.25138 0.100
H 2.93748 -3.04487 -0.39166 0.107
C -3.63885 1.72226 2.00689 -0.247
H 0.96639 3.85883 -1.58443 0.097
H 0.35155 4.69542 0.79733 0.089
O -3.31022 -3.04916 2.00342 -0.411
C 5.01784 -0.70370 0.32277 -0.213
C 4.74442 -0.05457 -1.03956 -0.206
H -0.90602 2.37470 0.28352 0.082
C -0.24993 4.88270 -0.10207 -0.206
C -1.72769 5.09831 0.31728 -0.196
C -2.24560 3.83843 2.52703 -0.209
H -5.36426 1.55786 0.72742 0.051
H -8.97769 1.38651 -2.23638 -0.011
C 3.78376 -2.98545 0.30255 -0.256
O 8.63963 -6.72079 1.17061 -0.069
C 3.88182 -1.56146 0.87523 -0.214
C -6.72669 0.03805 -1.18630 -0.921
H 8.27770 -7.15873 1.94449 0.087
C 5.37859 1.32321 -1.24164 -0.222
H 1.45433 0.94739 -0.79749 0.096
H 2.93852 -1.03693 0.67565 0.102
H 0.13337 5.81225 -0.53844 0.105
O 6.50042 -5.19436 0.07379 -0.067
H -4.11646 3.71634 1.37821 0.108
H 5.95793 -7.02607 0.88095 0.119
H 1.95018 3.42186 0.87156 0.092
O -3.69543 -4.38312 -0.05375 -0.415
H 4.55075 -4.42382 1.75574 0.056
H -4.29505 3.46820 3.10100 0.106
H 3.01780 -3.63746 2.19894 0.070
H -7.96247 2.11120 -3.50780 0.054
O -3.17279 -0.87593 -3.74222 -0.279
H 3.03482 2.21932 -1.56973 0.102
H -2.25624 -3.04465 -3.41543 0.043
H 5.98420 -6.89997 -0.88507 0.123
I -8.60145 -0.74822 -0.57002 0.703
H 8.46447 -6.76193 -0.83045 0.122
C 4.79400 2.40034 -0.33319 -0.215
C -5.02294 1.13592 1.68324 -0.324
C -5.01580 -0.40484 1.61775 -0.405
C 3.59549 -4.05985 1.36799 -0.118
H -4.21273 -0.78026 2.26108 0.019
N -5.41431 -2.23474 -3.53826 -0.225
C -6.86547 1.16527 -1.91938 -0.955
H 3.03500 -4.91612 0.98687 0.069
C -1.91450 5.16650 1.83538 -0.224
H 5.90610 -1.34212 0.21623 0.108
H -5.54972 -3.19609 -3.82072 -0.038
H -4.07929 -3.58665 2.19888 0.029
C 3.34090 2.77319 -0.67018 -0.204
C -0.01531 3.75070 -1.10439 -0.204
H -3.52513 0.19986 -0.55518 -0.123
H -0.75330 3.88191 -1.90825 0.110
C 7.91394 -7.15843 0.02224 -0.246
H -0.60512 1.69494 -1.27391 0.101
H 3.97876 -1.61177 1.96488 0.103
C -8.05613 1.93525 -2.43336 -0.264
C -0.16104 2.34161 -0.51937 -0.185
H -2.09143 6.02576 -0.13350 0.103
H 5.09265 -0.72822 -1.83049 0.111
H -2.57060 -0.39995 -3.16572 0.022
Ta -4.85401 -1.08692 -0.48911 1.100
H -1.47004 3.10303 2.26950 0.097
H 0.81121 0.98612 0.82501 0.107
H -4.54214 -4.30533 -0.49974 -0.017
H -5.96891 -2.56094 -0.21692 -0.119
H 4.68658 -3.20105 -0.28030 0.089
H 3.65728 0.03506 -1.18050 0.098
C 2.30523 2.48247 0.43577 -0.194
H -3.22732 1.19364 2.88082 0.117
H -0.97721 5.55665 2.25219 0.100
P -4.04113 -1.94108 -2.85980 0.297
H -2.34545 4.29245 -0.09567 0.103
H 5.44066 3.28570 -0.36277 0.104
H 3.29637 3.83240 -0.94794 0.102
H -8.10245 2.91449 -1.94244 0.067
H 4.81515 2.04810 0.70395 0.088
C -3.64633 3.23391 2.24741 -0.209
H -2.16084 3.99113 3.61105 0.104
H -5.73723 1.48794 2.44318 0.106
H 5.27877 0.06729 1.05361 0.096
H 7.20815 -4.93102 0.67059 0.082
H 7.89560 -8.25051 -0.04940 0.118
H -2.69459 5.89511 2.09563 0.106
H -5.95070 -0.85355 1.98073 0.036
P -3.16258 -2.87624 0.36799 0.556


Entry 3:
65
Properties=species:S:1:pos:R:3:lowdin_charge:R:1 method="wB97M-V/def2-TZVPD" charge=+1 de_lowest_kcal_mol=19.7 spin_multiplicity=1
S -1.19918 0.88764 2.33973 0.792
C -1.85021 -4.19203 1.71551 -0.217
Se 4.30566 0.44348 -3.61889 1.184
H -2.83132 2.28338 3.42041 0.087
S 1.03964 2.92552 -0.57368 0.774
C 3.36902 -2.03840 0.28891 -0.111
H -0.10645 -0.10786 -4.20819 0.098
H 0.20807 0.01972 4.00253 0.074
C -3.02595 -1.91234 0.85989 -0.228
H -3.34887 -0.61769 -2.79231 0.117
C -0.18812 1.02078 3.84154 -0.522
C -3.25408 -2.75343 -2.62613 -0.101
N 5.29348 -0.87641 -3.05398 -0.244
N 3.16613 0.29218 -2.30416 -0.254
H -0.85074 1.28443 4.66768 0.086
C -0.61848 -2.51099 -3.42595 -0.052
H 0.30605 5.10966 0.10731 0.093
C 4.53473 -2.76509 -0.04932 -0.026
H 0.56306 3.02346 3.54370 0.061
H -1.57401 3.25432 2.63938 0.062
S -2.33669 2.46125 -0.31462 0.808
C 4.76404 -1.36561 -1.94242 -0.377
H -2.13896 4.81592 0.01417 0.085
C -1.14888 -3.75710 -3.15529 -0.074
H -0.53728 -4.63751 -3.27757 0.111
Rb 0.19101 -0.34967 -0.69615 0.754
H 6.13762 -2.96594 -1.47714 0.125
H 4.84884 -3.57585 0.58653 0.111
C 3.55702 -0.70127 -1.51234 -0.482
H -4.29288 -2.84591 -2.34141 0.111
H -0.96400 -4.74548 2.00635 0.054
H 1.90179 3.97465 2.22933 0.064
H 2.83566 4.40132 -0.00853 0.083
C -1.48679 4.06756 -0.43548 -0.517
C -1.40092 -1.36592 -3.29055 -0.394
S -1.37308 -2.44380 1.43745 0.782
C -2.72818 -1.50168 -2.88646 -0.045
C -3.14563 2.55953 1.31756 -0.522
H -3.88070 1.75430 1.29795 0.071
N -0.86147 -0.10139 -3.53212 0.046
H -3.66740 3.51620 1.37049 0.084
N 2.88152 -1.04726 -0.40542 0.014
H -2.24235 -4.58638 0.78653 0.054
C 5.24735 -2.44132 -1.17062 0.022
H 0.40736 -2.41768 -3.76528 0.116
H -0.17933 3.85152 1.26969 0.042
H -1.40427 4.27105 -1.50241 0.074
C 0.94649 2.02263 3.73486 -0.517
H 1.50320 2.03563 4.67358 0.081
C 2.58702 3.25768 1.78125 -0.513
C -2.46926 -3.88593 -2.75906 -0.094
S 2.10584 1.59192 2.37701 0.843
C -0.11690 4.10840 0.21376 -0.515
H -2.91866 -0.90471 0.46974 0.025
H 2.81070 -2.28824 1.18114 0.119
H -2.58902 -4.23580 2.50491 0.056
H -1.56067 0.59179 -3.77122 0.099
C -2.22981 2.39381 2.51679 -0.499
C 2.58741 3.37489 0.26738 -0.529
H 3.32570 2.70142 -0.16570 0.064
O -0.53484 -2.46212 0.22900 -0.783
H -2.88800 -4.86297 -2.56886 0.105
H -3.70624 -1.91064 1.70325 0.063
H 3.59274 3.46557 2.15303 0.079
H -3.36748 -2.58721 0.08291 0.042


Entry 4:
11
Properties=species:S:1:pos:R:3:lowdin_charge:R:1 method="wB97M-V/def2-TZVPD" charge=0 de_lowest_kcal_mol=88.2 smiles="CC1=C(O)C1" spin_multiplicity=1
C 1.23678 0.41255 -0.55061 -0.161
H -0.34628 -0.45031 -2.00430 0.019
H -1.04987 -1.02559 1.61086 0.079
C 0.18358 -0.11412 0.01498 -0.354
H 2.68531 1.33256 -1.44404 0.151
H -1.09421 0.70359 1.54959 0.074
H 0.47739 -0.05654 1.97807 0.078
H -0.11209 -2.07401 -1.12116 0.104
C 0.09583 -0.91024 -1.16284 -0.038
C -0.43249 -0.14923 1.38694 -0.037
O 2.47920 0.68425 -0.72088 0.085


Entry 5:
49
Properties=species:S:1:pos:R:3:lowdin_charge:R:1 method="wB97M-V/def2-TZVPD" charge=+1 e_tot_ev=-46965.9255 spin_multiplicity=2
C 0.75132 -2.09271 1.60850 -0.234
H -0.27599 2.65474 -3.94189 0.114
O 2.52861 1.47802 0.63457 -0.016
H -2.72261 0.41000 -1.49981 0.113
H -1.26788 1.20410 -3.98503 0.097
H 0.81599 -2.48014 4.36166 0.074
N -1.86173 -0.25882 0.36746 0.004
H 1.72021 1.93542 0.24451 0.037
H 1.69412 -0.96389 4.52396 0.096
C -0.57214 2.69101 -0.85619 -0.150
C -2.45539 -0.87834 1.40767 -0.098
H 4.56995 -1.14990 -2.31985 0.090
N -3.76574 -1.08209 1.18623 0.098
O 3.29064 -2.38183 -3.17236 -0.085
H 3.40097 -1.66988 -1.22924 0.087
H 3.70173 -2.13383 -4.00685 0.095
C -1.15527 4.08380 -1.11981 0.042
H -2.24399 4.05541 -1.08503 0.111
N 0.69611 -1.55612 0.28769 -0.271
C -1.01435 2.07813 -3.38555 0.039
O 0.74800 1.18630 3.12255 -0.162
N 0.10181 0.58693 -1.69613 -0.176
H -0.07006 -0.98120 4.58473 0.089
H -0.85230 4.47578 -2.09011 0.094
C 0.82051 -3.60928 1.76403 0.006
O -0.28487 3.11493 1.37222 0.095
H -0.09781 -4.06201 1.38902 0.087
H -1.94904 -1.17442 2.31425 0.142
C 0.74231 -1.16922 2.59837 -0.223
C -4.01621 -0.57516 -0.03211 -0.076
H 0.81140 -1.02386 -2.35544 0.082
H 2.16593 0.89925 1.36851 0.049
H 3.06233 -0.42767 -2.55433 0.073
C -2.84072 -0.06623 -0.53913 -0.104
Ce 0.49561 0.38432 0.21739 0.917
H -1.92855 2.66658 -3.31260 0.095
O 0.35348 -2.46452 -0.72242 -0.076
C -0.46899 1.69206 -2.00567 -0.165
H 1.65304 -4.00167 1.17904 0.093
H -4.44932 -1.53830 1.83024 0.202
O 0.18856 -0.36978 -2.72788 0.075
C 0.80092 -1.42466 4.10144 0.011
N -0.17213 2.23798 0.27603 -0.202
H 0.04097 2.58486 2.11447 0.065
N 0.65611 0.18261 2.15002 -0.340
H -0.82245 4.81340 -0.38157 0.098
H 0.95788 -3.93639 2.79168 0.073
H -4.98454 -0.57367 -0.51476 0.128
C 3.50355 -1.37004 -2.26251 -0.192


Entry 6:
32
Properties=species:S:1:pos:R:3:lowdin_charge:R:1 method="wB97M-V/def2-TZVPD" charge=0 e_tot_ev=-24404.8107 spin_multiplicity=3
C 1.87618 0.57834 -1.47610 -0.353
C -3.26649 -0.96141 1.54965 -0.205
H 1.93738 2.37563 1.55069 0.067
H 0.35531 4.18495 0.87157 0.064
H -4.58180 -0.88508 -0.14357 0.056
H -2.60688 -0.70237 -2.48826 -0.127
C -3.58077 -0.53293 0.12200 -0.481
H -3.26280 -2.04699 1.63403 0.061
H 0.21530 -0.14519 -2.65053 0.027
H 1.81443 1.60463 -1.84014 0.053
H -0.51678 3.03385 -0.14266 0.059
H 1.14731 3.46386 -0.52556 0.054
H 1.41755 -0.91626 2.30281 0.059
H 1.38240 -1.38640 -2.23325 0.054
H 2.69900 -2.07645 -0.21300 0.056
C 2.10068 -2.15842 0.69334 -0.193
C 1.94334 -0.79716 1.35502 -0.375
C 0.45283 3.26996 0.28941 -0.195
H -4.00844 -0.57278 2.24689 0.065
H 2.93895 -0.41032 1.60335 0.070
Si 1.01797 0.44527 0.23653 0.779
C 1.27781 -0.34573 -2.52970 -0.195
H -2.28574 -0.59535 1.84904 0.049
H 2.59439 -2.86829 1.35904 0.066
H 2.93925 0.34867 -1.36942 0.068
H -3.61571 0.55642 0.07357 0.052
H 1.12734 -2.56166 0.42269 0.058
H 0.29104 2.02490 2.02506 0.056
H -2.20008 -2.64621 -1.10115 -0.120
Si -2.31950 -1.18744 -1.13813 0.684
C 0.94675 2.12097 1.15826 -0.380
H 1.76979 -0.21102 -3.49147 0.067